# 1
C27H27N4OSSiTc | ωB97M-V/def2-TZVPD

The orbital gap (alpha / beta) is 3.9 / 6.5 eV. Its largest force on an atom is 3.0 eV/Å. Its spin multiplicity is 4. The energy relative to the best compared isomer or geometry (same formula, charge and spin) comes out at 7.3 kcal/mol. The net charge is -1. Its expectation value of S² is 3.81.

Positions of all 62 atoms, in Å:
Tc 0.711 -0.628 -0.023
O 4.559 0.040 -1.268
C 3.344 -0.215 -1.190
N 2.687 -0.472 -0.030
C 3.378 -0.339 1.223
C 2.380 -0.320 2.350
C 2.778 -0.146 3.662
C 1.837 -0.097 4.680
C 0.500 -0.226 4.326
C 0.169 -0.414 3.005
N 1.075 -0.470 2.013
C 2.433 -0.272 -2.339
C 2.879 -0.100 -3.644
C 1.987 -0.090 -4.694
C 0.603 -0.244 -4.390
C 0.217 -0.429 -3.092
N 1.076 -0.466 -2.050
H 3.970 0.585 1.236
H 4.089 -1.163 1.377
H 3.832 -0.038 3.879
H 2.136 0.034 5.711
H -0.281 -0.188 5.073
H -0.863 -0.533 2.699
H 3.944 0.036 -3.786
H 2.324 0.029 -5.716
H -0.143 -0.224 -5.174
H -0.832 -0.564 -2.845
C -3.384 4.621 1.514
Si -2.405 4.120 -0.031
C -0.835 5.155 -0.031
C -3.381 4.613 -1.579
C -2.351 2.230 -0.025
C -3.563 1.563 -0.036
C -3.625 0.166 -0.039
C -2.450 -0.537 -0.032
N -1.249 0.064 -0.017
C -1.172 1.432 -0.013
S 0.419 2.035 0.003
H -3.570 5.697 1.530
H -2.820 4.363 2.413
H -4.349 4.111 1.570
H -1.091 6.220 -0.039
H -0.220 4.940 -0.904
H -0.227 4.951 0.850
H -3.566 5.690 -1.601
H -4.345 4.103 -1.635
H -2.815 4.350 -2.475
H -4.486 2.135 -0.044
H -4.572 -0.354 -0.053
H -2.424 -1.619 -0.041
C 0.511 -2.485 -0.017
C 0.546 -3.859 -0.019
C -0.619 -4.685 0.033
C -0.517 -6.057 0.035
C 0.728 -6.689 -0.020
C 1.884 -5.902 -0.078
C 1.811 -4.532 -0.078
H -1.589 -4.202 0.072
H -1.420 -6.657 0.077
H 0.795 -7.769 -0.022
H 2.855 -6.384 -0.127
H 2.703 -3.918 -0.133

# 2
C45H46Br2CuIOP2 | ωB97M-V/def2-TZVPD

The orbital gap is 6.9 eV. Its largest force on an atom is 0.6 eV/Å. Its spin multiplicity is 1.

Positions of all 98 atoms, in Å:
Cu -1.070 1.604 -0.913
C -2.934 -2.020 5.026
C -3.394 -2.726 3.746
C -4.884 -3.055 3.907
C -2.611 -4.042 3.619
C -3.181 -1.883 2.497
C -2.709 -0.585 2.535
C -2.513 0.101 1.353
Br -1.974 1.959 1.489
C -2.689 -0.434 0.067
O -2.399 0.221 -1.016
C -3.243 -1.748 0.046
C -3.478 -2.405 1.236
C -3.596 -2.375 -1.297
C -2.321 -2.524 -2.133
C -4.599 -1.461 -2.017
C -4.250 -3.753 -1.168
H -3.076 -2.693 5.872
H -3.521 -1.123 5.210
H -1.881 -1.749 4.975
H -5.029 -3.680 4.787
H -5.261 -3.593 3.042
H -5.466 -2.145 4.032
H -2.708 -4.615 4.541
H -1.557 -3.846 3.433
H -2.994 -4.649 2.803
H -2.501 -0.082 3.466
H -3.924 -3.382 1.187
H -1.863 -1.553 -2.295
H -2.551 -2.972 -3.098
H -1.604 -3.155 -1.610
H -4.159 -0.491 -2.226
H -5.485 -1.313 -1.401
H -4.900 -1.911 -2.961
H -3.617 -4.462 -0.641
H -4.430 -4.152 -2.163
H -5.207 -3.673 -0.660
Br -1.656 5.546 -5.024
C -2.983 5.587 -3.677
C -4.202 6.176 -3.974
C -5.200 6.218 -3.017
C -4.981 5.670 -1.763
C -3.760 5.089 -1.460
C -2.757 5.046 -2.417
I -0.880 4.180 -1.923
H -4.357 6.597 -4.956
H -6.148 6.676 -3.255
H -5.758 5.695 -1.014
H -3.591 4.670 -0.478
C 2.636 1.485 -1.689
P 1.155 1.225 -0.581
C 1.238 -0.584 -0.369
C 1.337 -1.299 0.816
C 1.286 -2.681 0.798
C 1.164 -3.373 -0.391
C 1.056 -2.668 -1.580
C 1.054 -1.288 -1.562
C 1.631 2.107 0.939
C 2.206 3.370 0.766
C 2.517 4.162 1.854
C 2.226 3.721 3.135
C 1.570 2.515 3.311
C 1.261 1.719 2.223
P 4.223 1.762 -0.738
C 5.502 1.339 -1.982
C 6.686 0.833 -1.444
C 7.733 0.467 -2.261
C 7.625 0.637 -3.633
C 6.476 1.191 -4.171
C 5.416 1.547 -3.352
C 4.263 0.131 0.102
C 4.359 -1.053 -0.624
C 4.467 -2.262 0.031
C 4.474 -2.304 1.417
C 4.376 -1.131 2.144
C 4.274 0.084 1.488
H 2.455 2.351 -2.335
H 2.732 0.599 -2.323
H 1.458 -0.799 1.760
H 1.343 -3.230 1.725
H 1.133 -4.454 -0.385
H 0.944 -3.188 -2.520
H 0.883 -0.740 -2.482
H 2.390 3.750 -0.230
H 2.982 5.126 1.699
H 2.483 4.325 3.992
H 1.283 2.190 4.299
H 0.704 0.813 2.391
H 6.764 0.711 -0.371
H 8.631 0.049 -1.828
H 8.441 0.347 -4.277
H 6.404 1.346 -5.239
H 4.527 1.981 -3.787
H 4.371 -1.029 -1.706
H 4.553 -3.175 -0.539
H 4.560 -3.252 1.926
H 4.386 -1.161 3.224
H 4.207 1.007 2.050

# 3
C6H15NO | ωB97M-V/def2-TZVPD

The orbital gap is 10.6 eV. Its largest force on an atom is 4.3 eV/Å. Its spin multiplicity is 1. Its SMILES is CCC(N)=O.CCC. The energy relative to the best compared isomer or geometry (same formula, charge and spin) comes out at 30.4 kcal/mol.

Positions of all 23 atoms, in Å:
C 1.277 -1.314 -0.500
C 0.814 -2.741 -0.900
C 1.539 -1.333 0.974
O 2.021 -2.215 1.666
N 0.899 -0.350 1.746
H 2.290 -1.194 -0.962
H 0.643 -0.500 -0.750
H -0.040 -3.031 -0.290
H 0.756 -0.299 2.741
H 0.472 0.499 1.405
H 1.702 -3.372 -0.966
H 0.479 -2.828 -1.941
C -0.872 1.653 -0.756
C -0.689 2.784 0.242
C -1.817 0.566 -0.230
H -1.332 2.140 -1.641
H 0.123 1.236 -0.978
H -0.199 3.715 -0.102
H -2.797 0.942 0.064
H -2.037 -0.209 -0.997
H -1.355 -0.009 0.559
H -1.660 3.298 0.381
H -0.218 2.561 1.233

# 4
C2H4NS3 | ωB97M-V/def2-TZVPD

The orbital gap (alpha / beta) is 7.0 / 7.0 eV. Its largest force on an atom is 3.0 eV/Å. Its spin multiplicity is 1. The energy relative to the best compared isomer or geometry (same formula, charge and spin) comes out at 60.9 kcal/mol. The net charge is +1.

Positions of all 10 atoms, in Å:
C 0.588 -0.672 -0.146
C 0.448 1.372 1.142
N -0.357 -0.864 -1.295
S 1.440 0.789 -0.140
S -1.059 1.077 1.776
S 0.512 2.194 2.653
H 0.159 -0.995 0.769
H 0.105 -0.600 -2.171
H -1.344 -0.496 -0.961
H -0.493 -1.807 -1.627

# 5
C2H2INP2 | ωB97M-V/def2-TZVPD

The orbital gap (alpha / beta) is 7.5 / 7.5 eV. Its largest force on an atom is 5.4 eV/Å. Its spin multiplicity is 1. Its SMILES is N#CC=P#[PH]I. The energy relative to the best compared isomer or geometry (same formula, charge and spin) comes out at 3.8 kcal/mol.

Positions of all 8 atoms, in Å:
C 1.950 -1.374 -0.311
C 0.950 -0.434 -0.414
N 2.800 -2.149 -0.216
P -0.182 -0.127 1.027
P -1.311 1.441 0.023
I -3.490 0.342 -0.005
H 0.851 0.153 -1.311
H -1.569 2.149 1.207

# 6
C21H26N2O4S | ωB97M-V/def2-TZVPD

The orbital gap is 9.3 eV. Its largest force on an atom is 1.1 eV/Å. Its spin multiplicity is 1. Its SMILES is Cc1ccc(CN(c2ccc(C(=O)NC[C@H]3CCCO3)cc2)S(C)(=O)=O)cc1. The energy relative to the best compared isomer or geometry (same formula, charge and spin) comes out at 9.9 kcal/mol.

Positions of all 54 atoms, in Å:
C -4.168 -4.763 -1.387
C -3.793 -3.523 -0.634
C -4.357 -2.296 -0.961
C -4.031 -1.153 -0.255
C -3.120 -1.205 0.792
C -2.571 -2.434 1.136
C -2.904 -3.577 0.431
H -2.468 -4.524 0.714
H -1.887 -2.505 1.971
C -2.765 0.051 1.551
N -2.184 1.105 0.737
C -0.843 1.091 0.373
C -0.096 -0.089 0.394
C 1.233 -0.095 0.017
C 1.863 1.074 -0.398
C 1.123 2.255 -0.390
C -0.203 2.272 -0.017
H -0.743 3.203 0.012
H 1.621 3.169 -0.676
C 3.294 1.161 -0.804
O 3.911 2.212 -0.774
N 3.848 0.008 -1.250
H 3.344 -0.860 -1.173
C 5.254 -0.122 -1.530
H 5.382 -0.710 -2.443
C 5.983 -0.824 -0.371
H 7.023 -1.010 -0.677
C 5.930 -0.023 0.946
H 6.915 0.002 1.410
H 5.598 0.998 0.775
C 4.951 -0.818 1.812
H 3.929 -0.475 1.647
C 5.138 -2.230 1.260
H 6.019 -2.706 1.714
O 5.338 -2.073 -0.130
H 4.273 -2.881 1.400
H 5.177 -0.756 2.873
H 5.663 0.879 -1.673
H 1.769 -1.032 0.073
H -0.557 -1.014 0.695
S -3.212 2.287 0.128
O -4.545 1.909 0.486
O -2.781 3.596 0.512
C -3.016 2.118 -1.665
H -2.009 2.406 -1.935
H -3.213 1.087 -1.931
H -3.739 2.779 -2.125
H -3.677 0.481 1.970
H -2.075 -0.176 2.370
H -4.507 -0.213 -0.488
H -5.068 -2.237 -1.773
H -5.061 -5.208 -0.946
H -3.369 -5.501 -1.345
H -4.386 -4.535 -2.427

# 7
C4H9O3Zn | ωB97M-V/def2-TZVPD

The orbital gap (alpha / beta) is 7.1 / 10.6 eV. Its largest force on an atom is 3.6 eV/Å. Its spin multiplicity is 2. The energy relative to the best compared isomer or geometry (same formula, charge and spin) comes out at 0.0 kcal/mol. Its expectation value of S² is 0.75.

Positions of all 17 atoms, in Å:
H 0.100 0.631 1.654
C -1.106 -1.920 0.064
O -0.533 -0.719 -0.434
C -1.199 0.492 -0.071
C -1.076 0.821 1.382
H -0.348 -2.709 0.007
H -1.382 -1.844 1.124
H -2.012 -2.158 -0.511
H -2.248 0.397 -0.387
H -0.423 1.310 -0.558
H -1.091 1.916 1.477
H -1.916 0.461 1.987
O 1.715 1.102 -0.369
C 2.219 0.467 0.638
O 2.317 -0.798 0.573
Zn 1.289 -0.732 -1.169
H 2.912 1.022 1.298

# 8
C4H3N3O | ωB97M-V/def2-TZVPD

The orbital gap (alpha / beta) is 7.4 / 7.4 eV. Its largest force on an atom is 2.9 eV/Å. Its spin multiplicity is 1. The energy relative to the best compared isomer or geometry (same formula, charge and spin) comes out at 141.4 kcal/mol.

Positions of all 11 atoms, in Å:
C 2.905 -0.180 0.055
C -1.843 -0.491 0.213
C -0.708 -0.908 -0.406
C -0.573 1.190 0.285
N 3.795 -0.382 0.745
N -1.738 0.772 0.646
N 0.062 0.226 -0.521
O 1.176 0.386 -1.094
H -2.720 -0.977 0.466
H -0.217 -1.720 -0.873
H -0.141 2.083 0.484